--- w ---
# CH2O3S2

A 2-piece molecular cluster, CH2O3S2 overall (the ωB97M-V functional and the def2-TZVPD basis, the OMol25 dataset).

Bonds (Å) are listed after each position.
Positions of all 8 atoms, in Å:
1 C 1.34 0.28 -0.52  O2 1.225, S5 1.890, H7 1.198
2 O 1.92 1.34 -0.36  C1 1.225
3 O 0.77 3.02 1.70  S6 1.439
4 O -0.42 1.66 -0.04  S6 1.543
5 S 2.04 -1.41 -0.99  C1 1.890, H8 1.357
6 S 0.32 2.96 0.34  O3 1.439, O4 1.543
7 H 0.21 0.62 -0.73  C1 1.198
8 H 0.73 -1.73 -1.16  S5 1.357

Values from the calculation:
gap between HOMO and LUMO	8.8	eV
lowest unoccupied orbital energy	-0.047	Eh
HOMO level	-10.1	eV

Atomic partial charges in e from the Mulliken method, atoms 1 to 4: atom 1 (C): 0.211, atom 2 (O): -0.485, atom 3 (O): -0.369, atom 4 (O): -0.501



--- x ---
# CH2O3S2

A 2-piece molecular cluster, CH2O3S2 overall (the ωB97M-V functional and the def2-TZVPD basis, the OMol25 dataset).

Bonds (Å) are listed after each position.
Positions of all 8 atoms, in Å:
1 C -0.75 -0.32 0.15  O2 1.224, S5 1.768, H7 1.081
2 O 0.10 -0.81 0.88  C1 1.224
3 O 1.48 1.54 0.75  S6 1.424
4 O 2.62 0.23 -0.90  S6 1.479
5 S -2.43 -0.88 0.24  C1 1.768, H8 1.339
6 S 2.20 0.34 0.51  O3 1.424, O4 1.479
7 H -0.41 0.25 -0.70  C1 1.081
8 H -2.82 -0.35 -0.93  S5 1.339

Values from the calculation:
gap between HOMO and LUMO	10.5	eV
lowest unoccupied orbital energy	-0.013	Eh
HOMO level	-10.8	eV

Atomic partial charges in e from the Mulliken method, atoms 1 to 4: atom 1 (C): 0.256, atom 2 (O): -0.465, atom 3 (O): -0.402, atom 4 (O): -0.444



Most stable: x. Least stable: w.



--- w ---
# C4H3F

A 2-piece molecular cluster, C4H3F overall (the ωB97M-V functional and the def2-TZVPD basis, the OMol25 dataset).

Bonds (Å) are listed after each position.
Positions of all 8 atoms, in Å:
1 C 2.26 -1.69 -0.70  C2 1.209, H4 1.075
2 C 2.53 -1.15 0.35  C1 1.209, F3 1.269
3 F 2.96 -0.65 1.44  C2 1.269
4 H 1.55 -1.66 -1.51  C1 1.075
5 C -0.30 1.88 0.57  C6 1.175, H7 1.136
6 C -0.79 1.06 -0.11  C5 1.175, H8 1.081
7 H 0.00 2.92 0.92  C5 1.136
8 H -0.93 0.07 -0.54  C6 1.081

Values from the calculation:
gap between HOMO and LUMO	11.5	eV
SMILES	C#CF.C#C
lowest unoccupied orbital energy	0.032	Eh
HOMO level	-10.6	eV

Atomic partial charges in e from the Mulliken method, atoms 1 to 4: atom 1 (C): -0.278, atom 2 (C): 0.215, atom 3 (F): -0.214, atom 4 (H): 0.275



--- x ---
# C4H3F

One molecule with the formula C4H3F (the ωB97M-V functional and the def2-TZVPD basis, the OMol25 dataset).

Bonds (Å) are listed after each position.
Positions of all 8 atoms, in Å:
1 C 2.16 -0.29 0.03  C2 1.269, H6 1.048
2 C 0.92 -0.54 -0.13  C1 1.269, C3 1.348
3 C -0.41 -0.37 -0.18  C2 1.348, C4 1.376, F5 1.386
4 C -1.23 0.72 0.02  C3 1.376, H7 1.145, H8 1.219
5 F -1.17 -1.52 0.00  C3 1.386
6 H 3.20 -0.30 0.17  C1 1.048
7 H -1.09 1.83 -0.22  C4 1.145
8 H -2.38 0.47 0.31  C4 1.219

Values from the calculation:
gap between HOMO and LUMO	9.3	eV
SMILES	C#CC(=C)F
lowest unoccupied orbital energy	0.004	Eh
HOMO level	-9.2	eV

Atomic partial charges in e from the Mulliken method, atoms 1 to 4: atom 1 (C): -0.213, atom 2 (C): -0.089, atom 3 (C): 0.271, atom 4 (C): -0.596



Most stable: x. Least stable: w.



--- w ---
# C24H63N3O9

A 6-piece molecular cluster, C24H63N3O9 overall (the ωB97M-V functional and the def2-TZVPD basis, the OMol25 dataset).

Bonds (Å) are listed after each position.
Positions of all 99 atoms, in Å:
1 C 4.89 -3.83 0.76  O2 1.432, H10 1.161, H11 1.121, H12 1.046
2 O 3.49 -3.56 0.56  C1 1.432, C3 1.409
3 C 2.84 -2.64 1.40  O2 1.409, C4 1.530, H13 1.130, H14 1.089
4 C 1.34 -2.71 1.10  C3 1.530, N5 1.522, H15 1.068, H16 1.109
5 N 0.52 -2.15 2.25  C4 1.522, C6 1.421, H17 0.988
6 C -0.88 -2.19 2.01  N5 1.421, C7 1.534, H18 1.046, H19 1.136
7 C -1.41 -1.06 1.13  C6 1.534, O8 1.226, H20 1.068, H21 1.092
8 O -2.57 -1.21 0.76  C7 1.226, C9 1.363
9 C -3.07 -0.39 -0.21  O8 1.363, H22 1.126, H23 1.085, H24 1.104
10 H 5.56 -2.88 0.73  C1 1.161
11 H 5.33 -4.50 -0.02  C1 1.121
12 H 4.91 -4.14 1.76  C1 1.046
13 H 3.34 -1.62 1.35  C3 1.130
14 H 2.98 -2.99 2.42  C3 1.089
15 H 1.08 -3.70 0.81  C4 1.068
16 H 1.04 -2.01 0.30  C4 1.109
17 H 0.74 -1.19 2.20  N5 0.988
18 H -1.27 -1.97 2.96  C6 1.046
19 H -1.23 -3.11 1.43  C6 1.136
20 H -0.72 -0.88 0.34  C7 1.068
21 H -1.49 -0.20 1.80  C7 1.092
22 H -3.01 0.70 0.07  C9 1.126
23 H -4.11 -0.63 -0.41  C9 1.085
24 H -2.57 -0.45 -1.19  C9 1.104
25 C 7.29 -1.79 -2.70  O26 1.396, H34 1.103, H35 1.106, H36 1.094
26 O 6.25 -1.68 -1.78  C25 1.396, C27 1.441
27 C 5.28 -0.63 -1.98  O26 1.441, C28 1.537, H37 1.073, H38 1.119
28 C 4.16 -0.68 -0.93  C27 1.537, N29 1.465, H39 1.074, H40 1.086
29 N 3.13 0.29 -1.32  C28 1.465, C30 1.411, H41 1.066
30 C 2.08 -0.34 -2.02  N29 1.411, C31 1.505, H42 1.089, H43 1.082
31 C 0.88 0.56 -2.10  C30 1.505, O32 1.234, H44 1.105, H45 1.069
32 O -0.06 0.19 -2.81  C31 1.234, C33 1.400
33 C -0.41 -1.17 -2.78  O32 1.400, H46 1.074, H47 1.146, H48 1.147
34 H 6.90 -1.93 -3.72  C25 1.103
35 H 8.02 -2.59 -2.44  C25 1.106
36 H 7.96 -0.93 -2.63  C25 1.094
37 H 4.91 -0.54 -2.98  C27 1.073
38 H 5.86 0.31 -1.79  C27 1.119
39 H 4.56 -0.39 0.02  C28 1.074
40 H 3.54 -1.56 -0.78  C28 1.086
41 H 3.47 1.03 -2.01  N29 1.066
42 H 1.77 -1.29 -1.58  C30 1.089
43 H 2.55 -0.52 -2.98  C30 1.082
44 H 1.12 1.61 -2.37  C31 1.105
45 H 0.45 0.77 -1.15  C31 1.069
46 H 0.35 -1.65 -3.36  C33 1.074
47 H -1.44 -1.35 -3.25  C33 1.146
48 H -0.44 -1.76 -1.79  C33 1.147
49 C -2.85 2.64 2.90  O50 1.433, H58 1.033, H59 1.135, H60 1.069
50 O -3.10 1.44 3.65  C49 1.433, C51 1.409
51 C -4.38 0.94 3.35  O50 1.409, C52 1.478, H61 1.073, H62 1.052
52 C -4.55 -0.40 3.95  C51 1.478, N53 1.422, H63 1.129, H64 1.102
53 N -5.68 -1.02 3.35  C52 1.422, C54 1.429, H65 1.065
54 C -5.40 -1.93 2.29  N53 1.429, C55 1.526, H66 1.083, H67 1.092
55 C -6.69 -2.51 1.72  C54 1.526, O56 1.241, H68 1.097, H69 1.084
56 O -6.63 -3.29 0.76  C55 1.241, C57 1.411
57 C -6.82 -2.70 -0.51  O56 1.411, H70 1.217, H71 1.067, H72 1.093
58 H -3.29 3.52 3.22  C49 1.033
59 H -3.19 2.54 1.83  C49 1.135
60 H -1.79 2.77 2.95  C49 1.069
61 H -4.56 0.89 2.29  C51 1.073
62 H -5.11 1.59 3.74  C51 1.052
63 H -4.76 -0.45 5.06  C52 1.129
64 H -3.62 -0.98 3.82  C52 1.102
65 H -6.06 -0.12 2.93  N53 1.065
66 H -4.77 -2.72 2.67  C54 1.083
67 H -4.87 -1.61 1.38  C54 1.092
68 H -7.37 -1.67 1.51  C55 1.097
69 H -7.15 -3.06 2.53  C55 1.084
70 H -7.83 -2.02 -0.52  C57 1.217
71 H -6.99 -3.45 -1.25  C57 1.067
72 H -5.97 -2.11 -0.84  C57 1.093
73 C 1.52 3.10 0.92  C74 1.456, H76 1.052, H77 1.095, H78 1.066
74 C 1.06 1.79 1.38  C73 1.456, O75 1.436, H79 1.123, H80 1.104
75 O 2.18 0.93 1.14  C74 1.436, H81 0.933
76 H 1.63 3.08 -0.13  C73 1.052
77 H 2.48 3.29 1.41  C73 1.095
78 H 0.85 3.88 1.20  C73 1.066
79 H 0.15 1.51 0.78  C74 1.123
80 H 0.80 1.67 2.44  C74 1.104
81 H 2.38 0.78 0.24  O75 0.933
82 C 3.60 3.96 -2.45  C83 1.485, H85 1.082, H86 1.144, H87 1.105
83 C 4.59 2.87 -2.66  C82 1.485, O84 1.407, H88 1.083, H89 1.093
84 O 4.12 2.05 -3.70  C83 1.407, H90 0.943
85 H 2.63 3.50 -2.39  C82 1.082
86 H 3.64 4.68 -3.34  C82 1.144
87 H 3.95 4.54 -1.57  C82 1.105
88 H 4.70 2.27 -1.76  C83 1.083
89 H 5.49 3.38 -3.02  C83 1.093
90 H 4.23 2.47 -4.53  O84 0.943
91 C -1.42 2.78 -1.28  C92 1.486, H94 1.085, H95 1.056, H96 1.056
92 C -2.57 3.68 -1.01  C91 1.486, O93 1.323, H97 1.057, H98 1.069
93 O -3.71 3.00 -0.97  C92 1.323, H99 0.993
94 H -0.46 3.26 -1.15  C91 1.085
95 H -1.48 2.43 -2.28  C91 1.056
96 H -1.40 1.97 -0.60  C91 1.056
97 H -2.43 4.53 -1.62  C92 1.057
98 H -2.53 4.01 0.00  C92 1.069
99 H -4.45 3.67 -0.90  O93 0.993

Values from the calculation:
gap between HOMO and LUMO	8.9	eV
SMILES	COCCNCCOC.COCCNCCOC.COCCNCCOC.CCO.CCO.CCO
lowest unoccupied orbital energy	0.016	Eh
HOMO level	-8.4	eV

Atomic partial charges in e from the Mulliken method, atoms 1 to 4: atom 1 (C): -0.662, atom 2 (O): -0.391, atom 3 (C): -0.681, atom 4 (C): 0.251



--- x ---
# C24H63N3O9

A 6-piece molecular cluster, C24H63N3O9 overall (the ωB97M-V functional and the def2-TZVPD basis, the OMol25 dataset).

Bonds (Å) are listed after each position.
Positions of all 99 atoms, in Å:
1 C 4.59 -0.30 1.09  O2 1.393, H10 1.107, H11 1.095, H12 1.090
2 O 4.73 -1.30 0.14  C1 1.393, C3 1.425
3 C 3.83 -2.40 0.25  O2 1.425, C4 1.524, H13 1.095, H14 1.093
4 C 3.94 -3.13 -1.09  C3 1.524, N5 1.475, H15 1.100, H16 1.089
5 N 3.18 -2.46 -2.16  C4 1.475, C6 1.445, H17 1.017
6 C 3.40 -3.15 -3.41  N5 1.445, C7 1.514, H18 1.101, H19 1.093
7 C 2.48 -2.60 -4.47  C6 1.514, O8 1.419, H20 1.095, H21 1.098
8 O 1.15 -2.83 -4.04  C7 1.419, C9 1.419
9 C 0.20 -2.59 -5.06  O8 1.419, H22 1.094, H23 1.094, H24 1.091
10 H 5.09 -0.57 2.04  C1 1.107
11 H 3.56 -0.07 1.38  C1 1.095
12 H 5.10 0.61 0.79  C1 1.090
13 H 2.81 -2.04 0.42  C3 1.095
14 H 4.18 -3.04 1.07  C3 1.093
15 H 3.60 -4.17 -0.95  C4 1.100
16 H 5.00 -3.19 -1.34  C4 1.089
17 H 2.21 -2.57 -1.85  N5 1.017
18 H 3.24 -4.24 -3.35  C6 1.101
19 H 4.43 -3.02 -3.75  C6 1.093
20 H 2.61 -3.10 -5.44  C7 1.095
21 H 2.68 -1.52 -4.55  C7 1.098
22 H 0.26 -3.39 -5.81  C9 1.094
23 H 0.33 -1.57 -5.44  C9 1.094
24 H -0.79 -2.64 -4.61  C9 1.091
25 C -2.65 2.49 3.15  O26 1.426, H34 1.094, H35 1.091, H36 1.090
26 O -2.51 3.56 2.22  C25 1.426, C27 1.430
27 C -2.12 3.13 0.91  O26 1.430, C28 1.527, H37 1.089, H38 1.094
28 C -2.42 4.29 -0.04  C27 1.527, N29 1.452, H39 1.099, H40 1.091
29 N -1.68 5.48 0.36  C28 1.452, C30 1.472, H41 1.018
30 C -2.01 6.60 -0.53  N29 1.472, C31 1.511, H42 1.094, H43 1.098
31 C -1.33 7.86 -0.03  C30 1.511, O32 1.420, H44 1.097, H45 1.097
32 O -1.86 8.16 1.25  C31 1.420, C33 1.413
33 C -1.11 9.15 1.93  O32 1.413, H46 1.094, H47 1.096, H48 1.088
34 H -2.15 1.57 2.83  C25 1.094
35 H -3.72 2.31 3.28  C25 1.091
36 H -2.13 2.81 4.05  C25 1.090
37 H -2.63 2.23 0.58  C27 1.089
38 H -1.04 3.03 0.99  C27 1.094
39 H -3.51 4.43 0.01  C28 1.099
40 H -2.11 4.02 -1.05  C28 1.091
41 H -1.96 5.80 1.28  N29 1.018
42 H -3.08 6.75 -0.71  C30 1.094
43 H -1.51 6.37 -1.48  C30 1.098
44 H -1.47 8.71 -0.72  C31 1.097
45 H -0.25 7.71 0.05  C31 1.097
46 H -1.32 10.16 1.56  C33 1.094
47 H -0.04 8.95 1.80  C33 1.096
48 H -1.36 9.06 2.99  C33 1.088
49 C -2.77 -1.71 2.45  O50 1.405, H58 1.085, H59 1.099, H60 1.096
50 O -1.65 -2.37 1.93  C49 1.405, C51 1.415
51 C -1.41 -3.65 2.48  O50 1.415, C52 1.513, H61 1.096, H62 1.093
52 C -2.07 -4.70 1.61  C51 1.513, N53 1.462, H63 1.094, H64 1.099
53 N -1.80 -6.05 2.09  C52 1.462, C54 1.472, H65 1.018
54 C -2.55 -7.14 1.45  N53 1.472, C55 1.531, H66 1.088, H67 1.090
55 C -4.06 -7.04 1.68  C54 1.531, O56 1.426, H68 1.096, H69 1.093
56 O -4.26 -7.25 3.08  C55 1.426, C57 1.421
57 C -5.65 -7.27 3.38  O56 1.421, H70 1.089, H71 1.096, H72 1.093
58 H -3.11 -0.89 1.83  C49 1.085
59 H -2.58 -1.30 3.45  C49 1.099
60 H -3.60 -2.41 2.65  C49 1.096
61 H -1.72 -3.69 3.54  C51 1.096
62 H -0.33 -3.81 2.51  C51 1.093
63 H -1.72 -4.66 0.58  C52 1.094
64 H -3.15 -4.48 1.55  C52 1.099
65 H -2.04 -6.09 3.08  N53 1.018
66 H -2.23 -8.05 1.96  C54 1.088
67 H -2.30 -7.10 0.39  C54 1.090
68 H -4.62 -7.77 1.10  C55 1.096
69 H -4.49 -6.06 1.45  C55 1.093
70 H -5.73 -7.44 4.45  C57 1.089
71 H -6.18 -8.12 2.93  C57 1.096
72 H -6.07 -6.33 3.03  C57 1.093
73 C 4.50 2.39 -2.13  C74 1.502, H76 1.094, H77 1.088, H78 1.099
74 C 4.32 0.94 -2.50  C73 1.502, O75 1.418, H79 1.101, H80 1.096
75 O 3.14 0.47 -1.88  C74 1.418, H81 0.973
76 H 5.45 2.82 -2.47  C73 1.094
77 H 4.35 2.58 -1.07  C73 1.088
78 H 3.79 3.03 -2.67  C73 1.099
79 H 5.16 0.38 -2.06  C74 1.101
80 H 4.26 0.80 -3.58  C74 1.096
81 H 3.10 -0.50 -1.89  O75 0.973
82 C 1.50 3.42 -0.60  C83 1.523, H85 1.095, H86 1.088, H87 1.100
83 C 2.01 4.82 -0.29  C82 1.523, O84 1.433, H88 1.094, H89 1.089
84 O 1.25 5.39 0.79  C83 1.433, H90 0.976
85 H 0.52 3.48 -1.08  C82 1.095
86 H 1.48 2.73 0.24  C82 1.088
87 H 2.10 2.90 -1.35  C82 1.100
88 H 1.89 5.47 -1.17  C83 1.094
89 H 3.05 4.76 0.04  C83 1.089
90 H 0.32 5.35 0.51  O84 0.976
91 C -0.24 -1.08 -1.40  C92 1.527, H94 1.093, H95 1.101, H96 1.088
92 C 0.08 0.06 -0.44  C91 1.527, O93 1.422, H97 1.088, H98 1.099
93 O -0.87 0.09 0.62  C92 1.422, H99 0.967
94 H -1.23 -0.94 -1.85  C91 1.093
95 H -0.37 -1.98 -0.79  C91 1.101
96 H 0.51 -1.37 -2.14  C91 1.088
97 H 0.14 1.01 -0.97  C92 1.088
98 H 1.06 -0.16 0.01  C92 1.099
99 H -0.99 -0.82 0.93  O93 0.967

Values from the calculation:
gap between HOMO and LUMO	9.6	eV
SMILES	COCCNCCOC.COCCNCCOC.COCCNCCOC.CCO.CCO.CCO
lowest unoccupied orbital energy	0.023	Eh
HOMO level	-9.0	eV

Atomic partial charges in e from the Mulliken method, atoms 1 to 4: atom 1 (C): -0.737, atom 2 (O): -0.311, atom 3 (C): -0.156, atom 4 (C): -1.078



Most stable: x. Least stable: w.